The following is a DFT calculation (ωB97M-V with the def2-TZVPD basis set) of a gas-phase ion, C5H4NO2 (charge -1).

```
12
Properties=species:S:1:pos:R:3:lowdin_charge:R:1
C -1.23656 0.46647 -0.51471 -0.26
C -0.53222 0.14862 0.50097 -0.05
C -0.96089 1.44636 -2.76031 -0.40
C 0.40368 0.02458 1.47087 -0.57
C 1.28863 -1.26516 1.35363 -0.07
N -0.76042 0.83904 -1.78181 0.12
O 0.62233 0.89491 2.38771 -0.15
O -0.95129 1.96035 -3.80015 0.09
H -2.40522 0.16426 -0.67176 0.11
H 1.55011 -1.66447 2.31283 0.04
H 2.20438 -0.96577 0.82873 0.06
H 0.77747 -2.04917 0.67401 0.08
```

Calculated values
**Spin multiplicity**: 1
**E_HOMO**: -2.961 eV
**LUMO energy**: 0.1310 hartree
**Charge**: -1
**F_max**: 0.0844 hartree/bohr
**DFT total energy**: -398.1283 a.u.
**Frontier orbital gap**: 6.53 eV

***

The following is a DFT calculation (ωB97M-V with the def2-TZVPD basis set) of CHFN2O5 in the gas phase.

```
10
Properties=species:S:1:pos:R:3:lowdin_charge:R:1
O 1.79482 -0.20934 1.19610 0.13
N 1.19262 -0.60059 0.23115 -0.31
O 1.45218 -1.25394 -0.68792 0.20
C -0.29195 0.01405 0.21730 -0.33
O -0.36528 0.99779 1.11011 0.17
F -1.00551 -1.16207 0.63861 0.07
N -0.87524 0.43158 -1.12538 -0.29
O -1.94503 -0.03023 -1.41703 0.15
O -0.22775 1.09613 -1.92071 0.12
H 0.27114 0.71661 1.75777 0.10
```

Calculated values
**Spin multiplicity**: 1
**SMILES**: O=[N+]([O-])C(O)(F)[N+](=O)[O-]
**E_HOMO**: -12.114 eV
**LUMO energy**: -0.0387 hartree
**Charge**: 0
**F_max**: 0.0873 hartree/bohr
**DFT total energy**: -624.0589 a.u.
**Frontier orbital gap**: 11.06 eV